1.
{
  "formula": "C25H44CeO2P2",
  "method": "the ωB97M-V functional and the def2-TZVPD basis",
  "elements": ["Ce", "C", "C", "C", "C", "C", "C", "H", "H", "H", "C", "H", "H", "H", "C", "H", "H", "H", "C", "H", "H", "H", "C", "H", "H", "H", "C", "C", "C", "C", "C", "C", "C", "C", "H", "H", "H", "H", "H", "H", "H", "H", "H", "H", "H", "H", "P", "C", "C", "P", "C", "C", "C", "H", "H", "H", "H", "H", "H", "H", "H", "H", "H", "H", "H", "H", "H", "C", "C", "O", "O", "H", "H", "H"],
  "positions_angstrom": [[1.3184, -0.6561, 1.3109], [-0.8308, -0.9252, 2.7670], [-0.6048, -2.1514, 2.0532], [1.1131, -1.8952, 3.5863], [0.2133, -0.7849, 3.7264], [0.5996, -2.7531, 2.5709], [-1.9936, 0.0009, 2.6615], [-1.6887, 0.9782, 2.2730], [-2.4491, 0.1838, 3.6446], [-2.7731, -0.3989, 2.0073], [0.2814, 0.2614, 4.7821], [-0.7251, 0.6259, 5.0280], [0.8724, 1.1358, 4.4667], [0.7324, -0.1379, 5.7029], [2.3287, -2.1000, 4.4177], [2.1111, -1.9129, 5.4745], [3.1652, -1.4443, 4.1424], [2.6788, -3.1309, 4.3332], [1.1728, -4.0613, 2.1427], [1.7119, -4.5320, 2.9735], [1.8682, -3.9589, 1.2974], [0.3679, -4.7360, 1.8313], [-1.4723, -2.7156, 0.9840], [-1.5081, -3.8140, 1.0270], [-1.0998, -2.4526, -0.0215], [-2.4981, -2.3360, 1.0579], [-1.9463, 2.8301, -0.3191], [-2.8438, 1.8864, 0.0298], [-3.1035, 0.6178, -0.7363], [-2.8422, 0.7164, -2.2628], [-1.4713, 0.1941, -2.7507], [-0.4788, -0.1177, -1.6189], [-0.2136, 0.9428, -0.5286], [-0.5835, 2.4290, -0.8143], [-4.1571, 0.3123, -0.6206], [-3.0236, 1.7492, -2.5918], [-2.5457, -0.2158, -0.3051], [-0.4257, 2.6707, -1.8737], [-2.0967, 3.9023, -0.1678], [-3.5792, 2.0880, 0.8207], [0.1649, 3.0366, -0.2695], [-0.7763, 0.6403, 0.3736], [-0.7848, -1.0747, -1.1530], [0.8735, 1.0239, -0.2438], [-3.6174, 0.1167, -2.7643], [-1.6750, -0.7724, -3.2405], [-0.5095, 1.0673, -4.0101], [-1.0856, 2.7852, -4.0676], [-0.9534, 0.4378, -5.6484], [1.2209, -0.5370, -2.2540], [1.2228, 0.6355, -3.6801], [1.0533, -2.1806, -2.9835], [2.8143, -0.4138, -1.4525], [-0.3197, 3.4983, -3.7493], [-1.9876, 2.9356, -3.4589], [-1.3564, 3.0070, -5.1061], [-0.5029, 1.1047, -6.4008], [-2.0466, 0.4862, -5.7576], [-0.6065, -0.5910, -5.8231], [3.5265, -0.0898, -2.2278], [3.1345, -1.4168, -1.1113], [2.8913, 0.3278, -0.6260], [1.8245, 1.5411, -3.4854], [1.6674, 0.1425, -4.5669], [1.6981, -2.8686, -2.4212], [1.4073, -2.1666, -4.0253], [0.0131, -2.5436, -2.9460], [2.9525, 2.7407, 3.3114], [2.4914, 1.5828, 2.4727], [1.2595, 1.5908, 2.0731], [3.2430, 0.5910, 2.1680], [3.9052, 3.1275, 2.9407], [3.0778, 2.4082, 4.3490], [2.1991, 3.5328, 3.2828]],
  "forces_ev_per_angstrom": [[1.818, 0.323, -1.355], [0.447, -1.141, 0.475], [0.200, -0.154, 1.310], [-1.314, 0.354, 0.151], [-0.004, -1.027, -0.309], [-1.207, 0.510, 0.481], [-0.239, 0.250, -0.017], [-0.136, 0.017, 0.085], [0.098, -0.102, -0.202], [0.067, 0.049, 0.078], [0.192, 0.436, 0.253], [0.272, -0.068, -0.023], [-0.228, -0.205, 0.203], [-0.148, 0.132, -0.269], [0.386, -0.223, 0.202], [0.042, -0.023, -0.124], [-0.107, -0.044, 0.010], [0.052, 0.085, 0.062], [0.083, -0.121, -0.042], [-0.076, 0.049, -0.250], [-0.011, -0.162, 0.024], [0.228, 0.052, -0.009], [-0.226, -0.215, -0.606], [-0.035, 0.293, 0.015], [-0.189, -0.322, 0.299], [0.125, -0.130, 0.043], [-0.115, -0.659, 0.361], [-0.889, 1.315, -0.114], [0.312, -0.664, -0.045], [-0.510, 0.214, -0.492], [-0.410, -0.282, 0.418], [0.024, -0.143, -0.734], [-0.117, 0.826, 0.117], [0.346, -0.233, -0.450], [0.339, 0.433, 0.158], [-0.089, -0.309, 0.340], [-0.059, -0.242, -0.130], [0.131, -0.056, 0.308], [0.122, -0.426, 0.826], [-0.085, 0.389, -0.742], [-0.494, -0.128, -0.161], [0.319, 0.307, -0.080], [0.406, 0.719, -0.389], [-1.068, -0.086, -0.758], [0.227, 0.175, 0.105], [0.211, 0.045, 0.215], [-0.583, 0.096, -0.554], [0.367, 0.580, -0.397], [0.001, 0.001, -0.237], [-1.312, -3.613, 4.566], [0.115, 1.898, -0.855], [0.492, -0.211, 0.193], [1.606, 0.363, -1.779], [-0.129, -0.099, -0.120], [0.463, -0.165, -0.120], [0.146, 0.010, 0.158], [-0.115, -0.285, 0.202], [0.276, -0.051, 0.027], [-0.120, 0.318, 0.169], [1.086, 0.526, 0.263], [-0.484, 0.436, -0.185], [-0.105, -0.253, -0.314], [-0.308, -0.246, -0.095], [-0.254, 0.114, 0.327], [-0.299, 0.137, -0.274], [-0.182, -0.074, -0.210], [0.424, 0.163, -0.003], [0.065, 0.064, -0.067], [-0.664, -0.538, -0.601], [1.014, 0.304, 0.232], [-0.380, 1.053, 0.486], [-0.047, -0.158, 0.144], [0.092, 0.030, -0.213], [0.142, -0.205, 0.016]],
  "mulliken_charge": [0.495, 0.625, 0.965, 0.764, 0.311, 0.368, -1.587, 0.207, 0.495, 0.357, -1.181, 0.354, 0.071, 0.354, -1.622, 0.399, 0.272, 0.335, -1.342, 0.453, 0.203, 0.340, -1.335, 0.477, 0.263, 0.384, -0.893, -0.393, 0.258, -1.082, -0.340, 0.349, 0.551, -0.774, 0.600, 0.086, -0.601, -0.100, 0.432, 0.430, 0.633, -1.363, -0.772, 0.702, 0.541, 0.808, 1.131, -1.369, -1.470, 1.408, -1.588, -1.521, -1.931, 0.480, 0.384, 0.452, 0.487, 0.441, 0.406, 0.608, 0.252, 0.602, 0.437, 0.583, 0.391, 0.449, 0.338, -1.327, 1.013, -0.503, -0.677, 0.405, 0.320, 0.303],
  "de_lowest_kcal_mol": 89.61,
  "total_charge": 1,
  "e_homo_ev": [-6.2, -6.2],
  "gap_ev": [4.029, 4.026],
  "spin_multiplicity": 2,
  "largest_force_ev_per_a": 5.97,
  "total_energy_ev": -62230.753,
  "e_lumo_ha": [-0.081, -0.080]
}

***

2.
{
  "formula": "C4H7NO",
  "method": "the ωB97M-V functional and the def2-TZVPD basis",
  "elements": ["C", "O", "C", "C", "C", "N", "H", "H", "H", "H", "H", "H", "H"],
  "positions_angstrom": [[0.3193, 0.9307, -1.7992], [1.4384, 0.3446, -1.1669], [1.2184, -0.1790, 0.0674], [0.0756, -0.3065, 0.7202], [-0.6626, -0.7584, 1.8809], [-1.3139, -0.0457, 0.7476], [0.6839, 1.3377, -2.7441], [-0.4611, 0.1846, -2.0023], [-0.1069, 1.7336, -1.1861], [2.1434, -0.5268, 0.5133], [-0.8507, -1.8265, 1.9950], [-0.6464, -0.1951, 2.8118], [-1.8374, -0.6933, 0.1624]],
  "forces_ev_per_angstrom": [[-0.203, 0.126, -0.142], [0.033, -0.021, 0.021], [-0.045, -0.120, 0.257], [0.218, 0.031, -0.113], [0.074, -0.155, 0.288], [-0.140, -0.007, -0.217], [-0.097, -0.045, 0.131], [0.125, 0.100, 0.043], [0.061, -0.126, -0.076], [-0.135, 0.013, -0.002], [0.032, 0.198, -0.059], [0.027, -0.066, -0.174], [0.049, 0.070, 0.045]],
  "nbo_charge": [-0.255, -0.498, 0.095, -0.003, -0.259, -0.583, 0.195, 0.169, 0.186, 0.198, 0.195, 0.202, 0.356],
  "de_lowest_kcal_mol": 76.76,
  "total_charge": 0,
  "e_homo_ev": -8.3,
  "smiles": "CO/C=C1/CN1",
  "gap_ev": 9.304,
  "largest_force_ev_per_a": 0.33,
  "total_energy_ev": -7796.316,
  "e_lumo_ha": 0.037
}

***

3.
{
  "formula": "C18H24N2O4",
  "method": "the ωB97M-V functional and the def2-TZVPD basis",
  "elements": ["C", "C", "C", "C", "C", "C", "O", "O", "C", "C", "C", "C", "C", "C", "C", "C", "C", "O", "C", "C", "N", "C", "O", "N", "H", "H", "H", "H", "H", "H", "H", "H", "H", "H", "H", "H", "H", "H", "H", "H", "H", "H", "H", "H", "H", "H", "H", "H"],
  "positions_angstrom": [[3.4994, -0.8479, 0.1312], [2.7709, -0.4523, 1.4093], [2.4028, 1.0387, 1.4436], [1.5082, 1.3899, 0.2966], [0.1686, 1.2352, 0.2474], [-0.7229, 0.9451, 1.3748], [-1.8409, 1.3936, 1.4736], [-0.1675, 0.1482, 2.3083], [-0.9560, -0.1257, 3.4640], [-0.8093, 0.9686, 4.5125], [-0.5058, 1.4990, -1.0865], [-0.4145, 0.2274, -1.9208], [0.4037, 0.1257, -3.0316], [0.5020, -1.0597, -3.7434], [-0.2244, -2.1605, -3.3371], [-1.0537, -2.0811, -2.2310], [-1.1574, -0.8948, -1.5149], [-1.9220, -0.7178, -0.4050], [-2.8403, -1.7106, 0.0010], [-4.0773, -1.7675, -0.8899], [0.1458, 2.6266, -1.7105], [1.4933, 2.7352, -1.7345], [2.1158, 3.4891, -2.4504], [2.1406, 1.9227, -0.8088], [3.7761, -1.8989, 0.1684], [2.8641, -0.6955, -0.7383], [4.4094, -0.2636, 0.0070], [3.4025, -0.6715, 2.2726], [1.8540, -1.0338, 1.5028], [1.8950, 1.2485, 2.3839], [3.3140, 1.6404, 1.3965], [-2.0050, -0.2167, 3.1636], [-0.5901, -1.0837, 3.8406], [-1.1735, 1.9118, 4.1128], [-1.3906, 0.7116, 5.3933], [0.2342, 1.0832, 4.7973], [-1.5575, 1.7413, -0.9041], [0.9747, 0.9805, -3.3608], [1.1443, -1.1158, -4.6086], [-0.1542, -3.0914, -3.8800], [-1.6104, -2.9555, -1.9330], [-3.1284, -1.4037, 1.0102], [-2.3529, -2.6920, 0.0635], [-3.8112, -2.0327, -1.9103], [-4.5614, -0.7944, -0.9021], [-4.7746, -2.5052, -0.5023], [-0.3597, 3.1609, -2.3990], [3.1424, 2.0490, -0.7720]],
  "forces_ev_per_angstrom": [[-0.116, -0.077, 0.213], [0.117, 0.079, -0.100], [-0.001, -0.298, 0.156], [-0.543, -0.025, 0.347], [0.092, 0.156, -0.251], [-0.045, 0.216, 0.174], [0.047, -0.033, 0.083], [0.192, -0.087, -0.123], [-0.391, 0.065, 0.393], [0.038, -0.181, -0.376], [-0.029, -0.279, 0.256], [-0.221, -0.021, 0.064], [-0.078, -0.003, 0.056], [0.058, -0.138, -0.100], [0.109, 0.070, -0.103], [-0.212, -0.034, 0.303], [0.216, -0.024, -0.324], [0.230, 0.181, -0.235], [-0.391, -0.266, 0.082], [0.392, 0.112, 0.115], [-0.337, 0.075, -0.024], [0.088, 0.204, 0.063], [0.207, 0.157, -0.317], [0.187, -0.093, -0.007], [0.057, -0.082, -0.075], [-0.018, -0.013, -0.149], [0.138, 0.056, -0.078], [-0.044, -0.023, 0.058], [0.020, -0.007, 0.080], [0.088, 0.105, -0.067], [-0.013, 0.064, 0.011], [0.179, -0.080, 0.061], [-0.055, 0.089, -0.081], [-0.038, 0.074, 0.019], [-0.052, -0.005, 0.127], [0.082, 0.013, 0.074], [0.209, 0.033, -0.009], [0.010, 0.084, -0.042], [0.061, -0.012, -0.080], [-0.002, -0.076, -0.044], [-0.090, -0.051, 0.051], [0.066, -0.104, -0.086], [0.005, 0.126, 0.029], [-0.043, -0.044, -0.078], [-0.077, 0.069, -0.002], [-0.092, -0.085, 0.019], [0.180, 0.030, -0.005], [-0.179, 0.082, -0.080]],
  "nbo_charge": [-0.617, -0.381, -0.447, 0.297, -0.232, 0.804, -0.619, -0.525, -0.073, -0.634, -0.073, -0.102, -0.195, -0.243, -0.181, -0.326, 0.385, -0.524, -0.060, -0.639, -0.614, 0.784, -0.638, -0.635, 0.215, 0.214, 0.194, 0.201, 0.218, 0.244, 0.202, 0.198, 0.187, 0.225, 0.216, 0.206, 0.255, 0.220, 0.215, 0.212, 0.216, 0.198, 0.170, 0.213, 0.218, 0.215, 0.417, 0.418],
  "de_lowest_kcal_mol": 17.65,
  "total_charge": 0,
  "e_homo_ev": -8.4,
  "smiles": "CCCC1=C(C(=O)OCC)[C@H](c2ccccc2OCC)NC(=O)N1",
  "gap_ev": 9.121,
  "largest_force_ev_per_a": 0.64,
  "total_energy_ev": -30226.971,
  "e_lumo_ha": 0.027
}